(1)
Below is C2H12InO5 as an isolated structure, with properties calculated with ωB97M-V/def2-TZVPD.

Computed properties:
- Net charge: +3
- Relative energy (zero: lowest compared OMol25 entry of this formula, charge and spin): 0.00 kcal per mole
- LUMO: -18.05 eV
- HOMO-LUMO gap: 4.729 eV
- E_HOMO: -22.78 eV

```
20
C2H12InO5, DFT ωB97M-V/def2-TZVPD
In -0.57000 -0.92444 0.30349
O 0.12349 -2.92514 2.12487
H 0.17847 -2.97529 3.10062
H 0.68486 -3.65918 1.79986
O -2.05082 -1.16788 2.53877
H -1.82158 -1.67832 3.33550
H -2.96587 -0.85098 2.68328
O -1.97279 0.92455 -1.14564
H -2.94045 0.80969 -1.03963
H -1.85322 1.87322 -1.35766
C 1.26673 0.87080 -2.01863
C 1.75065 1.50438 -0.71334
O 0.65629 1.57606 0.21408
O 0.71454 -0.41905 -1.70291
H 2.09821 0.83489 -2.73204
H 0.48619 1.43656 -2.58140
H 2.14563 2.51626 -0.81216
H 2.43018 0.81498 -0.18032
H 0.62302 2.48402 0.58990
H 1.01648 -1.04517 -2.40664
```


(2)
Below is a 2-piece molecular cluster, CH4NO2S overall, with properties calculated with ωB97M-V/def2-TZVPD.

Computed properties:
- Net charge: -1
- Relative energy (zero: lowest compared OMol25 entry of this formula, charge and spin): 79.42 kcal per mole
- LUMO: 4.04 eV
- HOMO-LUMO gap: 7.145 eV
- E_HOMO: -3.10 eV

```
9
CH4NO2S, DFT ωB97M-V/def2-TZVPD
C 1.37373 -0.14174 0.42808
N 0.85510 1.00631 0.52483
O -4.30132 -0.48097 0.33443
O -1.82226 -0.18069 0.19936
S -3.15328 0.40020 -0.06712
H 2.38348 -0.11409 0.73122
H 0.91134 -1.17237 0.29922
H -3.29202 0.33600 -1.59396
H -0.11491 0.84551 0.49708
```


(3)
Below is C4H8O2 as an isolated structure, with properties calculated with ωB97M-V/def2-TZVPD.

Computed properties:
- Relative energy (zero: lowest compared OMol25 entry of this formula, charge and spin): 73.46 kcal per mole
- LUMO: 0.68 eV
- HOMO-LUMO gap: 9.843 eV
- E_HOMO: -9.17 eV

```
14
C4H8O2, DFT ωB97M-V/def2-TZVPD
O -1.48411 -1.35280 -0.19379
C -0.35644 -1.12022 -0.95774
C 0.56943 -0.56783 0.12077
O 0.42537 -1.17298 1.21328
C -0.34902 1.29081 0.44904
C 1.10845 0.78139 0.09296
H -1.13613 0.52773 0.21998
H -0.41531 -0.42927 -1.82252
H 0.08116 -2.06379 -1.31720
H -0.69524 -1.60695 0.84898
H -0.40102 1.44607 1.52769
H -0.59991 2.17397 -0.12929
H 1.43014 1.12464 -0.89201
H 1.85518 0.99441 0.86287
```


(4)
Below is an isolated ion of composition C4H12N2O and charge +1, with properties calculated with ωB97M-V/def2-TZVPD.

Computed properties:
- Net charge: +1
- Relative energy (zero: lowest compared OMol25 entry of this formula, charge and spin): 67.16 kcal per mole
- Expectation value of S²: 0.756
- LUMO (alpha / beta): -3.65 / -8.69 eV
- HOMO-LUMO gap (alpha / beta): 9.877 / 4.822 eV
- E_HOMO (alpha / beta): -13.53 / -13.51 eV
- Multiplicity: 2

```
19
C4H12N2O, DFT ωB97M-V/def2-TZVPD
C -0.92090 0.89946 -1.17178
O -0.52996 1.43232 -2.42698
C 0.07840 -0.26642 -0.86668
C -0.10490 -0.96983 0.51276
C 0.01012 -0.23094 1.89337
N -0.17633 -1.15839 2.99804
N 1.39539 0.23086 -1.05809
H -1.95961 0.66817 -0.95030
H -0.76171 1.73729 -0.33503
H -0.14840 -1.02939 -1.62813
H -1.10697 -1.30893 0.33807
H 0.58505 -1.73420 0.76372
H 0.96384 0.49318 1.86331
H -0.76475 0.48673 2.01740
H 0.66645 -1.42335 3.45129
H -0.31206 -1.99756 2.53300
H 0.31003 1.86227 -2.12535
H 1.86058 0.26769 -2.03091
H 1.99739 0.41861 -0.26691
```


(5)
Below is C38H30CdGeN5O4S as an isolated structure, with properties calculated with ωB97M-V/def2-TZVPD.

Computed properties:
- Relative energy (zero: lowest compared OMol25 entry of this formula, charge and spin): 0.00 kcal per mole
- Expectation value of S²: 0.754
- LUMO (alpha / beta): -0.16 / -1.83 eV
- HOMO-LUMO gap (alpha / beta): 7.498 / 6.202 eV
- E_HOMO (alpha / beta): -7.66 / -8.04 eV
- Multiplicity: 2

```
80
C38H30CdGeN5O4S, DFT ωB97M-V/def2-TZVPD
Cd 0.47678 0.48077 0.21393
N -0.32728 3.75195 7.04053
C -0.11667 2.74001 6.11569
C -0.05367 1.40567 6.51931
C 0.20031 0.40550 5.59709
C 0.40093 0.72620 4.26605
C 0.34669 2.05139 3.84998
C 0.08994 3.04937 4.76592
S 0.72143 -0.54665 3.09185
O 0.75308 -1.81116 3.76603
O 1.90147 -0.12137 2.34397
N -0.46240 -0.39382 2.00972
C -1.35132 -1.34877 1.62420
N -1.51670 -1.41032 0.28435
C -2.43938 -2.24209 -0.17879
C -3.17870 -3.05645 0.65991
C -2.90590 -2.94194 2.01540
N -2.01861 -2.09169 2.51063
H -0.78258 3.47848 7.89551
H -0.67940 4.61862 6.66900
H -0.20329 1.15135 7.56186
H 0.23986 -0.63144 5.90465
H 0.50157 2.31524 2.81029
H 0.05204 4.08152 4.43811
H -2.56975 -2.26205 -1.25618
H -3.92458 -3.73876 0.28117
H -3.43566 -3.55332 2.73885
O 1.41406 4.52989 -0.53070
C 1.34248 3.32167 -0.37217
O 0.29103 2.65208 -0.08114
C 2.65553 2.52728 -0.48077
C 3.85133 3.22226 -0.76375
C 5.00299 2.51239 -0.91129
C 4.98381 1.10253 -0.79154
C 6.12997 0.29403 -0.97113
C 6.04216 -1.06419 -0.86077
C 4.80765 -1.67562 -0.55657
C 3.68515 -0.92047 -0.37165
C 3.75137 0.48469 -0.49135
N 2.61911 1.22539 -0.34000
H 3.79748 4.29571 -0.86397
H 5.94002 3.00906 -1.13534
H 7.07451 0.77299 -1.20004
H 6.92161 -1.67887 -1.00115
H 4.75347 -2.75202 -0.45896
H 2.74129 -1.38233 -0.10975
C -4.58690 1.35372 -2.71702
C -3.72182 2.23383 -2.08169
C -2.36142 1.96742 -2.03655
C -1.85260 0.81443 -2.63805
C -2.73201 -0.07187 -3.26196
C -4.09173 0.19848 -3.30575
Ge 0.03807 0.37946 -2.58525
C 1.26860 1.65763 -3.34578
C 0.95049 3.01071 -3.44669
C 1.87974 3.91454 -3.94034
C 3.13405 3.47364 -4.33514
C 3.46580 2.12784 -4.23104
C 2.53966 1.22513 -3.73477
C 0.41980 -1.42847 -3.22552
C 0.53814 -1.64085 -4.60137
C 0.80933 -2.90443 -5.10559
C 0.97898 -3.97477 -4.23803
C 0.87471 -3.77665 -2.86897
C 0.59779 -2.51155 -2.36871
H -5.64835 1.56505 -2.74803
H -4.10629 3.13048 -1.61240
H -1.69698 2.64224 -1.50768
H -2.35545 -0.97913 -3.72372
H -4.76374 -0.49204 -3.79992
H -0.02037 3.37064 -3.12867
H 1.62675 4.96493 -3.99876
H 3.86059 4.18152 -4.71469
H 4.44770 1.78334 -4.53088
H 2.80784 0.17601 -3.64781
H 0.41961 -0.81327 -5.29365
H 0.89182 -3.05228 -6.17495
H 1.19541 -4.96073 -4.62961
H 1.00923 -4.60620 -2.18609
H 0.50502 -2.37475 -1.29742
```


(6)
Below is a 3-piece molecular cluster, C21H38N5O7S overall, with properties calculated with ωB97M-V/def2-TZVPD.

Computed properties:
- Net charge: +1
- LUMO: -3.13 eV
- HOMO-LUMO gap: 6.967 eV
- E_HOMO: -10.10 eV

```
72
C21H38N5O7S, DFT ωB97M-V/def2-TZVPD
O 8.42881 0.87758 1.07506
N 7.81525 1.84148 1.11199
O 7.10865 2.05475 -0.17301
C 5.90544 2.76164 0.05134
C 4.71548 1.89082 -0.34053
C 3.41680 2.47456 0.23086
C 2.23735 2.46008 -0.75979
C 0.94162 2.69575 0.01111
C -0.21980 3.21377 -0.84571
C -1.55650 3.06244 -0.08248
C -2.55176 2.19554 -0.86812
S -3.80561 1.46919 0.16205
O -5.07404 1.50602 -0.50719
O -3.71089 2.00309 1.48557
O -3.29562 -0.04762 0.18882
C 2.22348 1.17635 -1.62740
C 1.92770 -0.08705 -0.83811
C 2.89758 -0.99894 -0.45194
C 2.52333 -2.12167 0.28230
C 1.18807 -2.27849 0.60398
C 0.28484 -1.32415 0.15748
N 0.63331 -0.25472 -0.55024
C 3.49905 1.11799 -2.46562
N 4.67811 1.83108 -1.83923
H 5.80298 2.98607 1.11868
H 5.90533 3.72172 -0.47825
H 4.92611 0.90744 0.07297
H 3.59801 3.51534 0.50524
H 3.11543 1.89690 1.10574
H 2.35629 3.30591 -1.45421
H 0.63340 1.80770 0.55748
H 1.15094 3.46298 0.76636
H -0.05736 4.28182 -1.00493
H -0.26193 2.68580 -1.79980
H -1.99497 4.03352 0.14101
H -1.38281 2.57448 0.87764
H -2.00492 1.37101 -1.32808
H -3.06144 2.77491 -1.63623
H -4.07836 -0.60625 0.32429
H 1.39847 1.28162 -2.33414
H 3.94461 -0.89542 -0.71167
H 3.26567 -2.84634 0.59986
H 0.85434 -3.12632 1.18737
H -0.77218 -1.43638 0.37573
H 3.31323 1.63450 -3.40851
H 3.80379 0.10926 -2.73868
H 4.76907 2.77747 -2.20762
H 5.52783 1.33933 -2.12729
C -10.63857 1.62086 -1.02994
O -11.76308 1.96857 -0.73238
N -9.63326 1.45178 -0.14737
C -8.30640 1.03655 -0.55367
C -9.90267 1.69836 1.25837
H -10.33908 1.41044 -2.07146
H -8.04272 0.09158 -0.07185
H -7.56527 1.78556 -0.27741
H -8.27781 0.89795 -1.63271
H -10.69522 1.04013 1.61542
H -10.23042 2.72728 1.40846
H -8.99595 1.51999 1.83164
C 3.34042 -5.84948 0.71560
O 3.85097 -4.79599 1.06963
N 2.83724 -6.76402 1.55408
C 2.24525 -8.00242 1.08308
C 2.89328 -6.50350 2.98480
H 3.25856 -6.13582 -0.34495
H 1.20304 -8.07050 1.39828
H 2.78836 -8.85974 1.48262
H 2.28577 -8.03869 -0.00341
H 2.35078 -5.58929 3.22619
H 3.92664 -6.37655 3.30610
H 2.44800 -7.33965 3.51679
```


One value per record, in order, for total energy: -648.38765 -643.90632 -307.59536 -343.95547 -4683.70083 -2021.30960 a.u..